Below is an isolated molecule of C4H8O2, with properties calculated with wB97M-V/def2-TZVPD.

Geometry as XYZ:
```
14
Properties=species:S:1:pos:R:3:nbo_charge:R:1
C 0.98 1.57 0.93 -0.25
O 1.26 0.41 0.13 -0.52
C 0.16 -0.35 -0.20 0.25
C 0.23 -1.20 -1.44 -0.67
C -0.86 -0.41 0.66 0.01
O -2.12 -0.87 0.37 -0.70
H 1.94 1.92 1.30 0.19
H 0.34 1.40 1.80 0.17
H 0.49 2.33 0.31 0.18
H 1.11 -1.86 -1.39 0.23
H 0.27 -0.66 -2.39 0.22
H -0.66 -1.85 -1.44 0.23
H -0.71 -0.11 1.69 0.17
H -2.43 -0.31 -0.35 0.48
```

Results
LUMO energy   0.820 eV
Relative energy (zero: lowest compared OMol25 entry of this formula, charge and spin)   54.10 kcal per mole
Highest occupied orbital energy   -8.212 eV
Energy   -8370.93574 eV



Below is a structure of composition C45H53Cl3InN6O5S2Si, with properties calculated with wB97M-V/def2-TZVPD.

Geometry as XYZ:
```
116
Properties=species:S:1:pos:R:3:mulliken_charge:R:1
In -0.86 0.84 0.52 2.50
C 0.81 -6.38 -0.64 -1.73
C -0.60 -5.93 -0.24 2.35
C -0.98 -6.59 1.10 -1.27
C -1.58 -6.41 -1.32 -2.19
C -0.64 -4.42 -0.06 0.35
C 0.38 -3.75 0.57 -1.26
C 0.33 -2.37 0.76 -0.08
N -0.69 -1.64 0.29 0.63
C -1.69 -2.27 -0.34 -0.24
C -1.71 -3.65 -0.50 -1.05
C -2.80 -1.46 -0.90 -0.76
C -3.37 -1.81 -2.13 -0.61
C -4.43 -1.07 -2.64 0.93
C -4.87 0.00 -1.86 -0.87
C -4.23 0.29 -0.67 -1.13
N -3.21 -0.42 -0.19 0.46
C -5.11 -1.46 -3.94 2.04
C -6.21 -2.48 -3.61 -1.63
C -4.11 -2.10 -4.92 -1.85
C -5.74 -0.24 -4.63 -1.84
H 0.81 -7.44 -0.90 0.47
H 1.52 -6.24 0.18 0.31
H 1.18 -5.82 -1.50 0.39
H -0.94 -7.67 1.01 0.48
H -1.99 -6.30 1.39 0.34
H -0.29 -6.28 1.89 -0.02
H -1.45 -7.48 -1.49 0.46
H -1.41 -5.89 -2.27 0.43
H -2.62 -6.25 -1.02 0.36
H 1.25 -4.28 0.94 0.43
H 2.40 -2.01 0.92 0.60
H -2.57 -4.10 -0.98 0.81
H -2.95 -2.63 -2.69 0.60
H -5.69 0.63 -2.18 0.31
H -4.55 1.12 -0.06 0.37
H -5.79 -3.35 -3.11 0.34
H -6.70 -2.81 -4.53 0.42
H -6.96 -2.04 -2.95 0.39
H -3.80 -3.09 -4.59 0.34
H -3.22 -1.48 -5.04 0.39
H -4.58 -2.21 -5.90 0.47
H -6.58 0.16 -4.05 0.37
H -6.13 -0.53 -5.60 0.45
H -5.01 0.56 -4.77 0.38
Cl -3.09 -1.00 3.13 -0.36
Si -2.35 0.89 2.62 0.51
Cl -1.53 1.64 4.34 -0.30
Cl -4.06 2.04 2.33 -0.33
O 0.75 1.78 1.72 -0.43
N -0.04 2.84 1.31 -0.55
C 3.10 -1.35 3.28 -2.18
C 1.71 -1.94 2.95 3.05
C 0.68 -1.14 3.74 -1.54
C 1.49 -1.68 1.43 -0.11
C 1.64 -3.42 3.28 -0.96
C 2.75 -4.25 3.16 0.12
C 2.68 -5.61 3.44 -1.12
C 1.49 -6.17 3.86 -0.15
C 0.37 -5.36 3.99 -1.14
C 0.44 -4.01 3.70 0.24
H 3.08 -0.27 3.10 0.37
H 3.89 -1.77 2.67 0.47
H 3.34 -1.52 4.33 0.43
H 0.83 -0.07 3.58 0.35
H 0.75 -1.35 4.81 0.41
H -0.34 -1.38 3.42 -0.06
H 1.41 -0.60 1.31 -0.79
H 3.70 -3.84 2.84 0.36
H 3.57 -6.22 3.34 0.41
H 1.43 -7.23 4.10 0.42
H -0.57 -5.79 4.32 0.34
H -0.45 -3.41 3.80 0.36
S 2.44 8.11 2.01 -0.20
C 1.73 6.50 1.80 0.12
C 2.41 5.35 2.15 -0.23
C 1.83 4.10 2.00 -0.41
N 0.57 3.98 1.47 0.26
C -0.12 5.13 1.12 -0.65
C 0.44 6.36 1.27 -0.49
C 2.65 8.57 0.29 0.10
C 3.55 7.90 -0.52 -0.35
C 3.65 8.28 -1.85 -0.41
N 2.94 9.27 -2.39 -0.62
C 2.09 9.92 -1.59 -0.35
C 1.91 9.61 -0.25 -0.14
H 3.42 5.39 2.52 0.40
H 2.33 3.18 2.23 0.56
H -1.11 4.95 0.73 0.47
H -0.15 7.23 1.00 0.36
H 4.17 7.09 -0.14 0.54
H 4.34 7.77 -2.51 0.51
H 1.53 10.73 -2.05 0.34
H 1.20 10.16 0.36 0.40
C -2.34 2.57 -1.54 -0.84
O -1.47 1.50 -1.35 -0.74
H -1.81 3.53 -1.57 0.26
H -3.11 2.66 -0.76 0.25
H -2.87 2.46 -2.50 0.21
N 0.94 0.52 -1.14 -0.31
C 2.15 1.28 -1.08 0.74
C 2.14 2.62 -1.42 -0.45
C 3.31 3.36 -1.33 -0.53
C 4.50 2.77 -0.93 -0.34
C 4.51 1.41 -0.63 -1.04
C 3.34 0.67 -0.71 -0.42
S 6.00 3.72 -0.69 1.33
O 5.87 4.84 -1.61 -0.68
O 7.08 2.79 -1.02 -0.76
O 5.95 4.09 0.72 -0.69
H 1.13 -0.45 -1.37 0.27
H 0.27 0.92 -1.80 0.35
H 1.21 3.09 -1.73 0.39
H 3.32 4.41 -1.60 0.60
H 5.45 0.96 -0.35 0.47
H 3.36 -0.39 -0.50 0.29
```

Results
LUMO energy   1.413 eV
Relative energy (zero: lowest compared OMol25 entry of this formula, charge and spin)   0.00 kcal per mole
Total charge   -1
Highest occupied orbital energy   -4.303 eV
Energy   -138998.99162 eV



Below is an isolated molecule of C3H6O2S in a non-equilibrium geometry, with properties calculated with wB97M-V/def2-TZVPD.

Geometry as XYZ:
```
12
Properties=species:S:1:pos:R:3:nbo_charge:R:1
C 0.07 -0.59 0.05 -0.47
C 0.83 0.16 1.09 -0.59
C -0.76 0.53 -0.64 -0.03
O 0.40 2.82 0.05 -0.95
O -2.04 0.22 -0.78 -0.67
S -0.25 1.74 0.79 1.15
H 0.50 -1.15 -0.75 0.22
H -0.52 -1.44 0.57 0.22
H 0.83 -0.29 2.15 0.24
H 1.92 0.40 0.92 0.24
H -0.06 0.77 -1.52 0.18
H -2.51 0.98 -0.82 0.47
```

Results
LUMO energy   0.626 eV
Relative energy (zero: lowest compared OMol25 entry of this formula, charge and spin)   74.71 kcal per mole
Highest occupied orbital energy   -8.823 eV
Energy   -18135.70777 eV



Below is an isolated molecule of C2H3NO2 in a non-equilibrium geometry, with properties calculated with wB97M-V/def2-TZVPD.

Geometry as XYZ:
```
8
Properties=species:S:1:pos:R:3:nbo_charge:R:1
C -0.26 -0.44 0.01 -0.48
C 0.88 0.27 -0.02 0.10
O 1.97 -0.51 0.01 -0.48
N 3.35 0.41 0.06 0.43
O 4.30 -0.21 -0.02 -0.16
H -1.18 0.06 0.00 0.20
H -0.18 -1.57 0.04 0.21
H 0.92 1.29 -0.07 0.18
```

Results
LUMO energy (alpha / beta)   -0.743 / -0.743 eV
Relative energy (zero: lowest compared OMol25 entry of this formula, charge and spin)   99.24 kcal per mole
Highest occupied orbital energy (alpha / beta)   -8.853 / -8.853 eV
Energy   -7703.53938 eV



Below is an isolated molecule of C6H12N2O2 in a non-equilibrium geometry, with properties calculated with wB97M-V/def2-TZVPD.

Geometry as XYZ:
```
22
Properties=species:S:1:pos:R:3:nbo_charge:R:1
C 0.27 -1.21 1.88 -0.06
N 1.17 -0.72 1.14 -0.43
C 1.68 -1.32 -0.05 -0.27
C 0.84 -0.95 -1.30 -0.34
C 0.28 0.53 -1.38 -0.47
C -0.94 0.76 -0.57 0.18
C -0.77 1.72 0.61 -0.11
O 0.46 2.37 0.69 -0.74
N -2.04 0.21 -0.90 -0.16
O -3.01 0.22 0.01 -0.55
H -0.08 -2.22 1.66 0.15
H -0.12 -0.52 2.69 0.18
H 1.74 -2.38 -0.04 0.18
H 2.69 -0.94 -0.09 0.20
H 0.09 -1.66 -1.32 0.20
H 1.54 -1.05 -2.29 0.20
H 0.07 0.57 -2.44 0.23
H 1.19 0.96 -1.08 0.24
H -0.94 1.25 1.59 0.18
H -1.50 2.53 0.46 0.20
H 1.19 1.96 1.22 0.50
H -3.80 -0.10 -0.49 0.48
```

Results
LUMO energy   0.878 eV
Relative energy (zero: lowest compared OMol25 entry of this formula, charge and spin)   106.27 kcal per mole
Highest occupied orbital energy   -8.880 eV
Energy   -13487.81791 eV



Below is an isolated molecule of C2H4OS in a non-equilibrium geometry, with properties calculated with wB97M-V/def2-TZVPD.

Geometry as XYZ:
```
8
Properties=species:S:1:pos:R:3:nbo_charge:R:1
C 1.52 -0.56 -0.11 -0.45
C 0.41 0.11 -0.12 -0.32
S -1.36 -0.70 -0.02 0.49
O -2.37 0.57 -0.12 -0.87
H 2.58 -0.02 -0.26 0.23
H 1.51 -1.72 -0.08 0.22
H 0.25 1.19 -0.05 0.21
H -2.54 1.13 0.75 0.49
```

Results
LUMO energy   0.465 eV
Relative energy (zero: lowest compared OMol25 entry of this formula, charge and spin)   52.16 kcal per mole
Highest occupied orbital energy   -8.590 eV
Energy   -15019.20376 eV



Below is a cluster of 2 separate species, C4H8O2 in total in a non-equilibrium geometry, with properties calculated with wB97M-V/def2-TZVPD.

Geometry as XYZ:
```
14
Properties=species:S:1:pos:R:3:nbo_charge:R:1
C -0.76 3.13 1.13 -0.41
C -0.18 2.10 0.51 -0.16
C 0.66 1.04 1.15 -0.66
H -1.25 3.83 0.48 0.20
H -0.57 3.29 2.18 0.19
H -0.30 1.98 -0.56 0.19
H 0.47 0.91 2.22 0.22
H 0.45 0.09 0.65 0.21
H 1.72 1.25 1.06 0.21
O -0.97 -2.65 -0.75 -0.53
C 0.17 -2.32 -0.65 0.64
O 0.64 -1.35 -1.47 -0.70
H 0.93 -2.73 0.02 0.10
H 1.55 -1.00 -1.29 0.49
```

Results
LUMO energy   0.525 eV
Relative energy (zero: lowest compared OMol25 entry of this formula, charge and spin)   37.90 kcal per mole
Highest occupied orbital energy   -9.718 eV
Energy   -8371.63833 eV



Below is a cluster of 6 separate species, C44H60Cl2N7 in total in a non-equilibrium geometry, with properties calculated with wB97M-V/def2-TZVPD.

Geometry as XYZ:
```
113
Properties=species:S:1:pos:R:3:mulliken_charge:R:1
C 2.64 -0.08 -6.20 -1.02
N 2.25 -0.99 -5.11 0.10
C 2.45 -2.29 -5.29 -0.57
C 2.19 -3.15 -4.31 -0.80
C 1.83 -2.66 -3.10 1.37
C 1.62 -1.29 -2.88 -0.34
C 1.88 -0.47 -3.99 -0.38
C 1.75 -3.62 -1.97 0.83
C 1.52 -4.97 -2.44 -0.96
C 1.68 -5.97 -1.50 -0.54
N 1.94 -5.74 -0.22 0.01
C 2.01 -4.53 0.28 -0.12
C 1.96 -3.44 -0.62 -0.66
C 2.21 -6.97 0.56 -0.90
H 3.34 0.71 -5.88 0.39
H 1.76 0.32 -6.62 0.36
H 3.22 -0.60 -6.92 0.39
H 2.76 -2.68 -6.27 0.40
H 2.38 -4.20 -4.42 0.53
H 1.23 -0.85 -1.93 0.33
H 1.81 0.61 -3.89 0.32
H 1.26 -5.23 -3.44 0.60
H 1.61 -7.01 -1.77 0.48
H 2.22 -4.41 1.34 0.26
H 2.14 -2.46 -0.28 0.65
H 1.36 -7.66 0.62 0.37
H 2.42 -6.62 1.57 0.29
H 3.13 -7.45 0.14 0.40
C -3.57 -2.64 6.43 -0.94
N -2.12 -2.57 6.79 0.08
C -1.84 -2.74 8.09 -0.18
C -0.57 -2.82 8.58 -0.80
C 0.48 -2.58 7.69 0.63
C 0.19 -2.40 6.29 -0.70
C -1.13 -2.45 5.86 -0.16
C 1.92 -2.50 8.15 0.94
C 2.99 -3.03 7.48 -0.82
C 4.30 -2.95 8.03 0.02
N 4.54 -2.42 9.21 0.00
C 3.47 -1.94 9.92 -0.41
C 2.20 -2.04 9.46 -0.68
C 5.89 -2.52 9.78 -0.78
H -4.11 -2.26 7.29 0.37
H -3.79 -3.72 6.24 0.33
H -3.69 -2.00 5.59 0.37
H -2.70 -2.87 8.75 0.38
H -0.42 -3.10 9.59 0.60
H 0.89 -2.36 5.47 0.36
H -1.37 -2.38 4.80 0.47
H 2.85 -3.55 6.54 0.49
H 5.14 -3.37 7.54 0.40
H 3.75 -1.60 10.92 0.44
H 1.41 -1.60 10.09 0.46
H 6.47 -3.12 9.06 0.25
H 5.74 -3.01 10.71 0.38
H 6.18 -1.50 9.86 0.37
C 3.29 5.67 0.10 -1.05
N 2.55 6.19 -1.01 0.08
C 2.98 7.29 -1.58 -0.15
C 2.31 7.76 -2.71 -0.79
C 1.11 7.23 -3.12 1.21
C 0.66 6.07 -2.42 -0.73
C 1.39 5.55 -1.41 -0.36
C 0.26 7.81 -4.20 1.29
C -0.66 7.01 -4.86 -0.72
C -1.43 7.50 -5.85 -0.42
N -1.19 8.76 -6.25 0.00
C -0.41 9.61 -5.60 -0.21
C 0.38 9.16 -4.55 -0.79
C -1.86 9.29 -7.52 -0.90
H 2.97 4.65 0.25 0.36
H 3.18 6.17 1.07 0.30
H 4.29 5.60 -0.29 0.45
H 3.93 7.62 -1.16 0.45
H 2.67 8.70 -3.15 0.37
H -0.19 5.59 -2.84 0.31
H 1.01 4.70 -0.82 0.50
H -0.84 5.99 -4.63 0.39
H -2.25 6.93 -6.33 0.41
H -0.43 10.65 -5.96 0.45
H 1.06 9.88 -4.15 0.37
H -2.11 8.43 -8.12 0.32
H -1.17 9.99 -8.01 0.36
H -2.70 9.85 -7.15 0.40
C -6.93 -3.27 -0.99 -1.29
C -6.11 -2.13 -1.74 -0.25
C -4.66 -2.43 -1.78 -0.88
N -3.70 -1.49 -2.37 0.55
C -3.94 -1.48 -3.80 -1.18
C -2.28 -1.84 -2.04 -0.71
C -2.12 -1.23 -0.68 -0.75
C -2.74 0.17 -0.85 -0.52
C -3.87 -0.02 -1.84 -0.26
H -6.77 -4.27 -1.48 0.31
H -7.93 -2.93 -1.22 0.41
H -6.69 -3.26 0.05 0.38
H -6.34 -1.16 -1.25 0.24
H -6.45 -2.05 -2.78 0.37
H -4.53 -3.31 -2.39 0.36
H -4.35 -2.73 -0.78 0.31
H -3.65 -2.43 -4.32 0.31
H -3.37 -0.65 -4.25 0.43
H -4.95 -1.25 -3.93 0.53
H -1.68 -1.26 -2.69 0.57
H -2.10 -2.94 -2.07 0.22
H -1.04 -1.15 -0.50 0.48
H -2.67 -1.78 0.09 0.33
H -1.97 0.85 -1.23 0.16
H -3.00 0.63 0.07 0.43
H -3.86 0.60 -2.73 0.39
H -4.84 -0.02 -1.36 0.05
Cl 0.75 2.27 -2.05 -0.79
Cl 1.29 -3.34 3.51 -0.77
```

Results
LUMO energy   -10.643 eV
Total charge   +5
Highest occupied orbital energy   -16.603 eV
Energy   -82030.63801 eV



Below is a cluster of 6 separate species, C40H88N4O8 in total in a non-equilibrium geometry, with properties calculated with wB97M-V/def2-TZVPD.

Geometry as XYZ:
```
140
Properties=species:S:1:pos:R:3:mulliken_charge:R:1
C 9.36 10.99 17.76 -1.89
C 9.34 12.15 18.72 2.22
C 7.88 12.46 19.10 -1.69
C 10.14 11.74 19.94 -1.45
C 10.37 12.89 20.92 -0.75
C 11.12 14.01 20.20 -0.62
C 10.39 14.47 18.91 2.31
C 9.12 15.26 19.33 -1.71
C 11.37 15.40 18.09 -1.73
N 10.08 13.25 18.06 0.51
O 9.28 13.64 16.95 -0.65
H 8.76 11.29 16.91 0.54
H 10.37 10.83 17.36 -0.12
H 9.00 10.02 18.13 0.49
H 7.65 12.61 20.16 0.25
H 7.60 13.38 18.61 0.27
H 7.22 11.67 18.73 0.52
H 9.55 10.97 20.43 0.56
H 11.06 11.27 19.66 0.00
H 9.41 13.29 21.22 0.35
H 10.91 12.52 21.78 0.52
H 12.13 13.65 20.02 -0.54
H 11.20 14.91 20.86 0.50
H 8.29 15.03 18.67 0.27
H 9.30 16.35 19.25 0.47
H 8.88 15.07 20.38 0.32
H 11.67 16.20 18.79 0.59
H 10.80 15.84 17.24 0.42
H 12.29 14.87 17.84 -0.17
H 9.93 13.63 16.17 0.39
C 14.92 13.08 12.19 -0.21
C 14.28 12.98 10.80 2.11
C 12.77 13.11 10.95 -2.05
C 14.74 14.05 9.82 -1.73
C 16.12 13.75 9.24 -0.52
C 15.92 12.48 8.47 -1.33
C 15.54 11.30 9.31 1.60
C 15.04 10.22 8.29 -1.95
C 16.77 10.73 10.10 -1.50
N 14.44 11.64 10.18 0.22
O 13.94 10.60 10.98 -0.36
H 16.02 13.04 12.20 0.42
H 14.53 13.99 12.65 -0.10
H 14.46 12.26 12.75 -0.57
H 12.45 14.14 11.25 0.33
H 12.22 12.94 10.03 0.50
H 12.38 12.47 11.75 0.32
H 14.08 14.13 8.98 0.46
H 14.73 14.96 10.38 0.48
H 16.55 14.66 8.75 0.35
H 16.87 13.55 10.04 0.30
H 16.77 12.23 7.80 0.40
H 15.07 12.65 7.75 0.37
H 15.86 9.84 7.71 0.42
H 14.25 10.74 7.69 0.39
H 14.73 9.34 8.86 0.34
H 16.49 9.91 10.76 0.19
H 17.28 11.41 10.76 0.33
H 17.54 10.18 9.53 0.52
H 14.65 10.25 11.53 0.36
C 14.14 7.19 12.90 -1.98
C 14.42 7.98 14.19 2.01
C 13.36 9.09 14.22 -1.27
C 14.24 7.00 15.35 -1.58
C 14.90 7.53 16.58 0.00
C 16.42 7.82 16.35 -1.40
C 16.65 8.94 15.29 1.94
C 16.13 10.34 15.71 -0.08
C 18.11 8.94 14.91 -2.07
N 15.89 8.40 14.13 -0.26
O 16.04 9.32 12.99 -0.15
H 13.94 7.83 12.04 0.21
H 14.95 6.54 12.65 0.56
H 13.28 6.56 13.11 0.48
H 12.98 9.24 15.24 0.24
H 13.78 10.01 13.80 -0.08
H 12.47 8.75 13.65 0.54
H 13.21 6.70 15.49 0.41
H 14.79 6.06 15.03 0.40
H 14.41 8.42 16.96 -0.43
H 14.84 6.82 17.38 0.47
H 16.77 6.90 15.84 0.44
H 16.98 7.98 17.30 0.51
H 16.72 10.62 16.58 -0.18
H 15.05 10.31 16.00 -0.75
H 16.19 11.10 14.96 0.48
H 18.80 9.01 15.75 0.41
H 18.37 9.64 14.11 0.34
H 18.39 7.91 14.50 0.41
H 16.73 8.91 12.44 0.29
C 16.59 13.91 20.79 -1.69
C 16.53 13.14 19.47 1.71
C 16.34 14.17 18.41 -2.10
C 17.88 12.44 19.15 -1.40
C 18.24 11.27 20.05 -0.76
C 17.13 10.27 19.87 -1.01
C 15.71 10.81 20.11 2.02
C 14.77 9.77 19.51 -1.22
C 15.44 11.06 21.63 -1.86
N 15.48 12.06 19.31 0.81
O 14.27 12.67 19.65 -0.16
H 15.60 14.32 21.08 0.21
H 16.98 13.36 21.64 0.30
H 17.24 14.80 20.77 0.48
H 16.27 13.68 17.41 0.11
H 15.40 14.64 18.69 0.32
H 17.14 14.91 18.49 0.60
H 17.86 12.16 18.11 0.32
H 18.63 13.21 19.27 0.43
H 19.17 10.79 19.77 0.49
H 18.37 11.49 21.14 0.34
H 17.26 9.47 20.56 0.65
H 17.24 9.77 18.87 -0.30
H 14.62 9.80 18.46 -0.32
H 13.73 9.80 19.93 0.25
H 15.18 8.78 19.81 0.53
H 15.19 10.07 22.06 0.49
H 14.54 11.69 21.76 0.16
H 16.22 11.46 22.21 0.41
H 13.83 12.64 18.78 0.25
O 13.13 15.94 14.16 -0.51
C 14.58 15.84 14.55 0.16
C 14.89 16.81 15.60 -0.23
O 14.57 18.13 15.02 -0.58
H 13.01 16.84 13.92 0.28
H 14.59 14.79 14.90 -0.04
H 15.08 16.06 13.58 0.34
H 15.95 16.81 15.88 0.27
H 14.23 16.72 16.46 0.17
H 14.24 18.75 15.65 0.31
O 12.63 12.36 17.50 0.74
C 13.20 12.68 16.28 0.87
C 12.12 12.53 15.16 0.06
O 11.25 13.70 15.11 -0.59
H 11.73 12.76 17.61 -0.96
H 13.64 13.67 16.33 0.12
H 13.92 11.94 15.99 -0.62
H 11.53 11.63 15.43 0.27
H 12.63 12.48 14.16 -0.45
H 11.79 14.46 14.80 0.19
```

Results
LUMO energy   0.466 eV
Relative energy (zero: lowest compared OMol25 entry of this formula, charge and spin)   0.00 kcal per mole
Highest occupied orbital energy   -8.002 eV
Energy   -65241.97986 eV